[1]
This record from the Open Molecules 2025 dataset describes one molecule with the formula C4H9NO. The level of theory is ωB97M-V/def2-TZVPD.

Each line ends with the Mulliken charge.
CARTESIAN COORDINATES (ANGSTROEM)
H 0.3979 2.0458 -0.5698  0.236
H -1.4789 -1.5407 -0.8390  0.366
H -0.9368 -1.7693 0.8236  0.340
N 0.2700 0.7467 1.1205  -0.687
H -2.1818 -0.5452 0.4571  0.366
H -0.3126 0.6498 1.9426  0.249
C -0.3190 1.4386 -0.0178  -0.563
C 1.1072 -0.5149 -0.8153  -0.652
H -1.3113 1.8579 0.1029  0.311
H 1.7888 0.4490 0.6487  0.428
H 1.0354 -0.2299 -1.8818  0.255
O 2.2090 0.0750 -0.1932  -0.584
H 1.1361 -1.6214 -0.8106  0.317
C -1.2616 -1.0154 0.0971  -1.557
C -0.1424 -0.0261 -0.0651  1.176



[2]
This record from the Open Molecules 2025 dataset describes one molecule with the formula C4H9NO. The level of theory is ωB97M-V/def2-TZVPD.

Each line ends with the Mulliken charge.
CARTESIAN COORDINATES (ANGSTROEM)
H -1.4961 -0.1349 -0.1607  0.324
C -0.6816 -0.4856 0.4904  -0.410
C -1.0392 -0.3588 1.9528  -1.204
H 0.6919 1.3502 0.3061  0.292
H -1.1135 0.6984 2.2160  0.309
C 0.6446 0.2584 0.1225  -0.401
H -0.5739 -1.5468 0.2271  0.301
O 0.5771 -1.2287 -1.7149  -0.604
N 1.0107 0.8900 -2.2728  -0.413
H 1.4697 -0.1580 0.7171  0.285
H 0.7327 0.6263 -3.2056  0.230
H 1.2185 1.8548 -2.0820  0.197
H -1.9858 -0.8554 2.1943  0.348
C 0.7957 -0.0871 -1.3458  0.436
H -0.2508 -0.8228 2.5554  0.309



[3]
This record from the Open Molecules 2025 dataset describes one molecule with the formula C4H9NO. The level of theory is ωB97M-V/def2-TZVPD.

Each line ends with the Mulliken charge.
CARTESIAN COORDINATES (ANGSTROEM)
C 1.3949 0.3486 0.1246  -0.450
H 1.6036 -0.1098 1.1152  0.318
O -2.3150 -1.7332 0.2563  -0.472
N 2.5332 1.4026 0.0579  -0.744
C -0.9185 0.0070 -0.7397  -0.726
C 0.0002 0.9192 0.1096  -0.652
H -1.9190 0.4333 -0.9131  0.308
H 2.2082 2.1697 0.6432  0.240
H -0.0247 1.8885 -0.3728  0.362
H 3.2138 0.9209 0.6376  0.275
C -1.2425 -1.2620 0.0541  0.131
H -0.5425 -0.2086 -1.7369  0.387
H -0.2399 -1.6214 0.4080  0.266
H 1.7131 -0.4305 -0.5530  0.396
H -0.4508 1.1247 1.0773  0.360



[4]
This record from the Open Molecules 2025 dataset describes a 2-piece molecular cluster, C4H9NO overall. The level of theory is ωB97M-V/def2-TZVPD.

Each line ends with the Mulliken charge.
CARTESIAN COORDINATES (ANGSTROEM)
C 0.6709 0.9842 0.7301  -0.438
H 0.8377 -0.5605 -1.4389  0.245
H 0.0519 0.9648 2.8248  0.336
N 0.6740 -1.1030 -0.5655  -0.437
H 1.3180 -0.8794 1.4884  0.283
H 1.0505 -2.0627 -0.6188  0.239
H 0.5925 3.6617 1.5497  0.317
C 1.0134 -0.3677 0.5449  -0.091
C 0.4008 2.9075 2.2014  -1.047
H -3.2327 -3.2467 -3.6712  0.324
H 0.4978 1.6965 0.0062  0.347
H -1.8728 -3.4462 -3.1369  0.309
H 0.0270 3.4647 2.9897  0.297
O -2.3437 -2.7872 -3.6228  -0.634
C 0.3751 1.5471 2.0150  -0.051



[5]
This record from the Open Molecules 2025 dataset describes one molecule with the formula C4H9NO. The level of theory is ωB97M-V/def2-TZVPD.

Each line ends with the Mulliken charge.
CARTESIAN COORDINATES (ANGSTROEM)
C 0.1502 -0.9179 1.0874  -1.271
H 0.0819 -0.2220 -1.7845  0.285
H 2.3562 0.2987 -2.0339  0.393
N 0.5245 0.3161 -1.0612  -0.191
H -2.1522 0.4446 0.9822  0.386
O 2.5305 0.5658 -0.0420  -0.551
H 0.1071 1.1853 0.7543  0.196
H 1.2005 -1.0854 1.1761  0.414
H -0.1848 -0.6804 2.1066  0.317
C 1.8665 0.3871 -1.0509  -0.033
C -1.6839 0.3718 0.0077  -1.555
C -0.1979 0.2984 0.2010  0.531
H -2.1959 -0.4449 -0.4863  0.399
H -2.0131 1.2610 -0.5370  0.384
H -0.3894 -1.7782 0.6805  0.296



[6]
This record from the Open Molecules 2025 dataset describes a 2-piece molecular cluster, C4H9NO overall. The level of theory is ωB97M-V/def2-TZVPD.

Each line ends with the Mulliken charge.
CARTESIAN COORDINATES (ANGSTROEM)
N 0.8650 0.1468 0.3205  -0.326
H -0.3955 -0.6977 -1.1600  0.293
H -2.9933 -1.2316 -0.7641  0.347
H 0.0177 1.1453 1.8576  0.301
O 2.3914 0.9594 -2.0972  -0.647
C -0.3589 -0.3607 -0.1297  -0.030
H -1.2357 -0.4732 1.7723  0.329
H 2.7765 0.9837 -1.2100  0.317
C -2.7274 -1.0771 0.2745  -1.192
H 1.9128 1.0331 1.8570  0.262
H -3.5544 -0.3433 0.5130  0.261
H 1.9964 0.0814 -2.1512  0.317
C -1.4020 -0.5689 0.7139  -0.116
H -3.0745 -1.9943 0.7545  0.286
C 0.9508 0.8155 1.3985  -0.402



[7]
This record from the Open Molecules 2025 dataset describes one molecule with the formula C4H9NO. The level of theory is ωB97M-V/def2-TZVPD.

Each line ends with the Mulliken charge.
CARTESIAN COORDINATES (ANGSTROEM)
C -1.9061 -0.0743 -0.1555  -1.314
H -2.1203 -0.3685 -1.1898  0.349
N 1.1047 -1.0409 0.5092  -0.610
C 0.5608 -0.1605 -0.5238  -0.111
H -2.7407 0.5295 0.2123  0.325
O -0.3752 1.1841 1.2476  -0.596
H 2.1633 0.8241 0.6655  0.209
H -0.6583 1.5989 -0.7004  0.291
H -1.8357 -0.9847 0.4520  0.322
H 0.4400 -0.5773 -1.5239  0.425
C 1.9429 0.0287 -0.0401  -0.341
H 2.7542 -0.2358 -0.7168  0.282
C -0.5989 0.7086 -0.0621  0.140
H 1.3655 -1.9477 0.1334  0.239
H -0.1156 0.4038 1.7645  0.390



[8]
This record from the Open Molecules 2025 dataset describes one molecule with the formula C4H9NO. The level of theory is ωB97M-V/def2-TZVPD.

Each line ends with the Mulliken charge.
CARTESIAN COORDINATES (ANGSTROEM)
C -1.1563 1.0924 -0.1012  -1.387
H -1.0688 1.4394 0.9338  0.318
H 2.5120 0.6202 0.7449  0.414
N 2.1320 0.2016 -0.9369  -0.876
H -0.3936 -0.4705 -1.3723  0.230
H 1.9339 -0.0140 -1.8991  0.209
H -2.2098 0.8631 -0.3009  0.381
H -1.7994 -1.5553 0.3857  0.383
C -0.7477 -1.3135 0.5807  -1.402
H -0.6462 -1.0347 1.6348  0.317
C -0.2964 -0.1603 -0.3237  0.789
O 1.5882 0.4803 1.1208  -0.557
C 1.1592 0.1572 -0.1103  0.484
H -0.1527 -2.2173 0.4079  0.348
H -0.8544 1.9113 -0.7642  0.346



[9]
This record from the Open Molecules 2025 dataset describes a 2-piece molecular cluster, C4H9NO overall. The level of theory is ωB97M-V/def2-TZVPD.

Each line ends with the Mulliken charge.
CARTESIAN COORDINATES (ANGSTROEM)
H -1.8674 1.6562 0.2492  0.361
H -0.1965 2.0059 0.7723  0.394
H -1.1475 -1.9289 0.2502  0.325
H -2.3108 -0.6423 -0.5326  0.300
H 1.6623 1.0861 -0.1638  0.271
H 0.8247 -0.8711 -1.5246  -0.098
H 2.8253 -0.2379 0.4256  0.265
H -0.5265 1.6139 -0.9344  0.375
C 0.8218 -0.5805 0.9235  0.648
O 0.6882 -1.6236 1.5450  -0.657
H 0.2236 -1.1398 -1.8906  0.119
N -0.5928 -0.0024 0.3969  0.173
C 1.8191 0.1543 0.3623  -1.051
C -0.8136 1.4090 0.1008  -1.049
C -1.4100 -0.8990 0.0201  -0.377



[10]
This record from the Open Molecules 2025 dataset describes a 2-piece molecular cluster, C4H9NO overall. The level of theory is ωB97M-V/def2-TZVPD.

Each line ends with the Mulliken charge.
CARTESIAN COORDINATES (ANGSTROEM)
O 0.9514 -1.7939 -0.1317  -0.759
H -2.0842 -1.6532 -0.7564  0.290
C -1.8274 -0.5903 -0.6821  -0.653
C -0.3189 0.1330 -0.5798  -0.223
H -1.3983 0.3229 1.2774  0.298
H 2.0847 1.5524 0.0189  0.373
N -1.0750 -0.3102 0.5583  -0.109
H -2.7076 0.0553 -0.7612  0.299
H -0.3661 1.1528 -0.9360  0.413
C 0.9507 -0.6375 -0.6430  -0.015
H 0.7655 1.6060 1.2030  0.331
H 1.9701 0.2924 1.3023  0.340
H 1.6558 -0.3863 -1.4555  0.381
C 1.4190 0.9208 0.6109  -1.289
H -0.5664 -1.1569 0.8882  0.324



[11]
This record from the Open Molecules 2025 dataset describes an isolated ion of composition C4H9NO and charge +1. The level of theory is ωB97M-V/def2-TZVPD.

Output
- multiplicity = 2
- net charge = +1

Each line ends with the Mulliken charge.
CARTESIAN COORDINATES (ANGSTROEM)
H 1.4819 -1.1055 1.2222  0.361
H 0.2528 2.1368 -0.5797  0.368
H -2.4197 0.5185 -0.7287  0.340
C -0.6504 -0.2870 0.2133  0.710
H -2.5340 0.1771 0.9593  0.347
C -1.8708 0.6129 0.2191  -1.094
C 1.7882 -0.5735 0.3285  -0.822
H 2.3070 -1.0551 -0.4949  0.350
H 1.7593 1.5238 -1.2027  0.381
C 0.7150 1.2770 -1.0568  -0.865
H -1.7261 1.6839 0.2985  0.348
H 2.4616 0.2020 0.7455  0.413
N 0.6285 0.2021 -0.0698  0.190
H 0.2501 0.9557 -1.9874  0.352
O -0.7668 -1.4367 0.5697  -0.377



[12]
This record from the Open Molecules 2025 dataset describes a 2-piece molecular cluster, C4H9NO overall. The level of theory is ωB97M-V/def2-TZVPD.

Output
- multiplicity = 2
- net charge = +1

Each line ends with the Mulliken charge.
CARTESIAN COORDINATES (ANGSTROEM)
N -2.4154 1.2124 -0.1774  -0.226
O 1.1229 0.1380 1.1189  -0.562
C -1.3644 0.4000 -0.2690  0.118
H 2.6443 -1.4833 -0.5469  0.315
H -2.6527 1.6606 -1.0801  0.355
H -0.5842 0.9155 0.4242  0.202
C -1.6081 -0.9358 0.5199  -0.947
C 2.0779 0.4355 0.3966  0.264
H -1.0135 0.2879 -1.2971  0.444
H 2.3320 1.5005 0.2647  0.372
H -2.0702 -1.6660 -0.1507  0.348
C 2.8652 -0.4371 -0.4018  -0.675
H 3.6254 0.0297 -1.0007  0.304
H -2.2790 -0.6917 1.3218  0.385
H -0.6803 -1.3660 0.8777  0.303



Summary of ΔE to the lowest compared entry with this formula, charge and spin in kJ/mol
202.6; 33.8; 198.3; 311.5; 54.7; 248.9; 176.6; 88.7; 388.6; 556.7; 79.7; 478.7
(order as listed above)
Summary of M in g mol⁻¹
87.1; 87.1; 87.1; 87.1; 87.1; 87.1; 87.1; 87.1; 87.1; 87.1; 87.1; 87.1
(order as listed above)